Entry 1:
Formula: C5H12N2O
Source: OMol25
Level of theory: the ωB97M-V functional and the def2-TZVPD basis

Each line ends with the natural charge from an NBO analysis.
Cartesian coordinates (Å):
1 C -0.703 -1.503 0.370  -0.649
2 C -0.367 -0.217 -0.365  0.259
3 C 0.208 -0.546 -1.726  -0.655
4 C -1.526 0.753 -0.404  -0.656
5 N 0.791 0.541 0.815  -0.331
6 N 1.097 0.208 2.137  -0.700
7 C 1.492 1.503 0.214  0.503
8 O 1.281 1.818 -0.955  -0.657
9 H -1.498 -2.004 -0.187  0.215
10 H 0.150 -2.175 0.409  0.215
11 H -1.063 -1.323 1.379  0.212
12 H 1.208 -0.966 -1.618  0.224
13 H -0.430 -1.289 -2.209  0.211
14 H 0.242 0.317 -2.381  0.246
15 H -2.377 0.280 -0.900  0.212
16 H -1.827 1.027 0.607  0.211
17 H -1.263 1.649 -0.958  0.242
18 H 0.330 0.433 2.762  0.390
19 H 1.910 -0.400 2.209  0.389
20 H 2.345 1.891 0.799  0.118

Forces on atoms 1 to 3 (eV/Å):
C -0.3 0.2 -0.2
C 0.9 0.0 2.6
C 0.4 0.3 0.1

- lowest unoccupied orbital energy (eV) = 0.794
- Kohn-Sham gap (Eh) = 0.3591
- energy relative to the best compared isomer or geometry (same formula, charge and spin) (eV) = 2.9060

Entry 2:
Formula: C6H24HfN16O18
Source: OMol25
Level of theory: the ωB97M-V functional and the def2-TZVPD basis

Each line ends with the natural charge from an NBO analysis.
Cartesian coordinates (Å):
1 Hf 10.378 -23.189 -31.089  2.446
2 N 11.165 -19.654 -30.700  0.750
3 O 10.917 -20.826 -30.987  -0.571
4 O 11.860 -19.497 -29.661  -0.519
5 O 10.917 -18.739 -31.412  -0.485
6 N 12.493 -26.174 -30.813  0.755
7 O 11.714 -25.242 -30.654  -0.549
8 O 12.168 -27.340 -30.709  -0.494
9 O 13.540 -25.973 -31.368  -0.541
10 N 9.076 -25.178 -33.803  0.761
11 O 9.333 -24.777 -34.963  -0.545
12 O 8.187 -25.974 -33.567  -0.504
13 O 9.725 -24.646 -32.920  -0.531
14 N 11.576 -23.432 -27.629  0.769
15 O 12.681 -23.811 -27.473  -0.460
16 O 10.977 -22.848 -26.738  -0.540
17 O 10.920 -23.516 -28.700  -0.572
18 C 7.946 -25.511 -29.884  0.798
19 O 8.934 -24.813 -30.090  -0.711
20 N 7.315 -25.338 -28.760  -0.814
21 N 7.444 -26.337 -30.705  -0.801
22 H 7.599 -24.639 -28.089  0.421
23 H 6.357 -25.645 -28.671  0.367
24 H 6.909 -27.034 -30.206  0.385
25 H 7.854 -26.440 -31.622  0.450
26 C 12.921 -23.347 -33.593  0.831
27 O 12.053 -23.309 -32.666  -0.700
28 N 13.526 -24.408 -34.043  -0.788
29 N 13.272 -22.430 -34.501  -0.828
30 H 13.216 -25.211 -33.515  0.439
31 H 13.991 -24.477 -34.937  0.391
32 H 13.144 -21.444 -34.323  0.396
33 H 13.679 -22.716 -35.380  0.391
34 C 6.734 -22.842 -31.806  0.571
35 O 7.938 -22.909 -31.593  -0.709
36 N 6.112 -23.709 -32.458  -0.827
37 N 5.910 -21.895 -31.495  -1.015
38 H 6.624 -24.523 -32.769  0.404
39 H 5.298 -23.425 -32.984  0.371
40 H 6.326 -21.023 -31.199  0.354
41 H 4.911 -22.015 -31.418  0.312
42 C 8.293 -21.281 -28.645  0.769
43 O 8.867 -21.984 -29.471  -0.699
44 N 8.473 -21.330 -27.353  -0.835
45 N 7.356 -20.518 -29.032  -0.823
46 H 8.123 -20.723 -26.626  0.387
47 H 9.186 -21.957 -27.010  0.443
48 H 7.322 -20.264 -30.009  0.385
49 H 6.823 -20.001 -28.347  0.370
50 C 14.007 -22.246 -30.379  0.795
51 O 12.829 -22.726 -30.382  -0.683
52 N 14.560 -21.552 -31.336  -0.813
53 N 14.854 -22.624 -29.482  -0.791
54 H 15.487 -21.162 -31.242  0.384
55 H 14.052 -21.392 -32.194  0.398
56 H 14.461 -23.086 -28.675  0.444
57 H 15.716 -22.097 -29.469  0.366
58 C 9.636 -21.265 -34.161  0.763
59 O 9.720 -21.776 -33.085  -0.679
60 N 9.878 -20.050 -34.316  -0.811
61 N 9.666 -21.917 -35.313  -0.839
62 H 10.008 -19.466 -33.502  0.428
63 H 10.171 -19.595 -35.170  0.377
64 H 9.451 -22.904 -35.325  0.436
65 H 9.608 -21.403 -36.180  0.368

Forces on atoms 1 to 3 (eV/Å):
Hf -0.5 -0.2 1.3
N 3.8 -0.9 4.1
O -1.7 -3.1 -1.5

- lowest unoccupied orbital energy (spin up / spin down) (eV) = 1.822 / 1.802
- 2S+1 = 2
- net charge = -1
- Kohn-Sham gap (spin up / spin down) (Eh) = 0.0663 / 0.2781

Entry 3:
Formula: C31H40F6N2O6S3SeTi
Source: OMol25
Level of theory: the ωB97M-V functional and the def2-TZVPD basis

Each line ends with the Löwdin charge.
Cartesian coordinates (Å):
1 Ti -2.085 -0.426 1.742  0.997
2 C 5.315 -2.832 -0.831  -0.066
3 C 5.143 -1.489 -0.045  -0.525
4 C 5.582 -0.307 -0.961  -0.052
5 C 5.905 -1.508 1.321  -0.060
6 C 3.707 -1.195 0.488  -0.185
7 C 2.543 -1.875 0.046  -0.071
8 C 1.284 -1.499 0.461  -0.437
9 Se -0.280 -2.467 -0.036  1.147
10 C -0.636 -1.217 -1.475  -0.373
11 C 0.187 -0.851 -2.542  -0.051
12 C -0.205 0.099 -3.486  -0.211
13 C -1.553 0.411 -3.505  -0.023
14 C -2.445 -0.025 -2.537  -0.088
15 C -1.907 -0.516 -1.262  -0.349
16 O -2.492 -0.462 -0.125  -0.209
17 C -3.956 0.036 -2.778  -0.482
18 C -4.359 0.142 -4.310  -0.062
19 C -4.572 1.230 -1.954  -0.039
20 C -4.674 -1.274 -2.310  -0.054
21 C 0.670 0.613 -4.623  -0.563
22 C 2.162 0.088 -4.481  -0.055
23 C 0.104 0.053 -5.929  -0.061
24 C 0.612 2.160 -4.619  -0.048
25 C 1.077 -0.410 1.330  -0.282
26 O -0.218 -0.099 1.683  -0.290
27 C 2.182 0.320 1.760  -0.083
28 C 3.477 -0.075 1.298  0.004
29 C 2.197 1.458 2.785  -0.467
30 C 2.437 0.957 4.222  -0.057
31 C 0.835 2.297 2.784  -0.047
32 C 3.356 2.495 2.389  -0.057
33 H 6.335 -3.187 -0.913  0.060
34 H 4.890 -2.712 -1.840  0.074
35 H 4.701 -3.686 -0.277  0.121
36 H 6.505 -0.660 -1.537  0.093
37 H 5.767 0.667 -0.498  0.074
38 H 4.804 -0.168 -1.749  0.080
39 H 6.878 -1.984 1.160  0.071
40 H 5.283 -2.032 2.139  0.121
41 H 6.029 -0.487 1.642  0.052
42 H 2.605 -2.786 -0.583  0.101
43 H 1.219 -1.292 -2.593  0.111
44 H -1.899 0.964 -4.332  0.083
45 H -4.101 1.161 -4.681  0.079
46 H -5.459 0.009 -4.377  0.082
47 H -3.807 -0.547 -4.930  0.070
48 H -3.915 2.105 -2.023  0.080
49 H -4.955 1.041 -0.910  0.095
50 H -5.448 1.558 -2.535  0.064
51 H -4.382 -2.141 -2.864  0.070
52 H -5.770 -1.216 -2.349  0.084
53 H -4.402 -1.515 -1.280  0.072
54 H 2.158 -0.996 -4.537  0.066
55 H 2.590 0.354 -3.497  0.078
56 H 2.668 0.647 -5.321  0.088
57 H 0.245 -1.062 -5.912  0.102
58 H 0.725 0.470 -6.766  0.092
59 H -0.959 0.304 -5.965  0.067
60 H 0.617 2.582 -3.616  0.085
61 H -0.352 2.442 -5.122  0.085
62 H 1.432 2.566 -5.257  0.081
63 H 4.339 0.486 1.606  0.078
64 H 1.702 0.173 4.476  0.081
65 H 2.359 1.669 5.080  0.085
66 H 3.472 0.529 4.404  0.092
67 H 0.039 1.760 3.380  0.058
68 H 0.443 2.517 1.774  0.091
69 H 1.063 3.267 3.279  0.076
70 H 4.319 2.099 2.739  0.063
71 H 3.261 3.389 3.019  0.075
72 H 3.419 2.692 1.357  0.064
73 F -5.565 -0.946 5.670  0.117
74 C -5.705 -1.377 4.382  -0.537
75 F -6.973 -1.764 4.033  0.102
76 F -4.883 -2.444 4.228  0.119
77 S -5.202 -0.053 3.071  0.742
78 O -4.130 -0.687 2.180  -0.418
79 O -6.442 0.306 2.384  -0.279
80 N -4.622 1.082 4.014  -0.324
81 S -3.220 1.843 3.931  0.765
82 O -2.243 1.346 2.797  -0.417
83 O -3.228 3.267 4.056  -0.255
84 C -2.356 1.165 5.560  -0.635
85 F -3.071 1.242 6.654  0.186
86 F -1.246 1.868 5.594  0.151
87 F -2.020 -0.123 5.308  0.104
88 S -0.145 -3.026 5.080  0.507
89 C -1.008 -2.439 3.824  -0.914
90 N -1.753 -2.073 2.941  -0.060

Forces on atoms 1 to 3 (eV/Å):
Ti 1.2 -1.1 -0.5
C -2.4 -0.8 1.5
C -0.7 0.3 1.4

- lowest unoccupied orbital energy (spin up / spin down) (eV) = 2.365 / 2.365
- 2S+1 = 2
- net charge = -1
- Kohn-Sham gap (spin up / spin down) (Eh) = 0.2602 / 0.2696
- energy relative to the best compared isomer or geometry (same formula, charge and spin) (eV) = 1.3067

Entry 4:
Formula: C36H37NP2W
Source: OMol25
Level of theory: the ωB97M-V functional and the def2-TZVPD basis

Each line ends with the Löwdin charge.
Cartesian coordinates (Å):
1 W 0.330 0.335 2.735  1.401
2 C -0.539 -0.175 4.643  -0.288
3 C -1.503 -0.357 3.531  -0.323
4 C -2.550 0.710 3.369  -0.208
5 C -2.181 1.891 2.443  -0.209
6 C -0.706 2.122 2.281  -0.328
7 C 0.134 2.328 3.482  -0.309
8 C -0.442 2.421 4.871  -0.173
9 C -0.701 1.050 5.560  -0.181
10 C 1.319 -0.809 1.413  -0.316
11 H -0.169 -1.077 5.143  0.119
12 H -1.805 -1.388 3.363  0.092
13 H -2.798 1.116 4.365  0.107
14 H -3.501 0.281 3.000  0.106
15 H -2.635 1.716 1.459  0.094
16 H -2.711 2.789 2.818  0.127
17 H -0.365 2.771 1.479  0.063
18 H 1.094 2.816 3.282  0.100
19 H -1.365 3.047 4.844  0.127
20 H 0.262 2.984 5.518  0.126
21 H -0.036 0.969 6.450  0.126
22 H -1.718 1.080 5.994  0.114
23 H 1.917 -1.501 2.041  0.049
24 H 2.049 -0.263 0.763  -0.025
25 H 0.570 -1.366 0.800  -0.061
26 P -0.442 -1.898 -1.256  1.165
27 P 1.394 0.852 -1.197  1.169
28 C -1.075 -0.278 -1.739  -0.302
29 C -0.383 0.896 -1.571  -0.236
30 C -0.504 -2.907 -2.869  -0.376
31 C -1.491 -2.655 -3.838  -0.086
32 C -1.580 -3.435 -5.005  -0.045
33 C -0.701 -4.511 -5.205  -0.040
34 C 0.280 -4.778 -4.237  -0.053
35 C 0.398 -3.977 -3.091  -0.099
36 C -1.935 -2.579 -0.380  -0.309
37 C -2.738 -1.833 0.514  -0.056
38 C -3.582 -2.496 1.411  -0.030
39 C -3.812 -3.876 1.265  0.013
40 C -3.123 -4.598 0.286  -0.015
41 C -2.168 -3.958 -0.507  -0.044
42 C 2.118 1.019 -2.914  -0.301
43 C 1.905 -0.001 -3.870  -0.071
44 C 2.507 0.091 -5.127  -0.042
45 C 3.282 1.210 -5.451  -0.020
46 C 3.368 2.289 -4.561  -0.031
47 C 2.768 2.202 -3.307  -0.062
48 C 1.954 2.423 -0.471  -0.406
49 C 3.302 2.559 -0.057  -0.075
50 C 3.670 3.614 0.780  -0.031
51 C 2.716 4.576 1.141  -0.025
52 C 1.457 4.554 0.538  -0.049
53 C 1.075 3.497 -0.292  -0.107
54 H -2.085 -0.286 -2.174  0.096
55 H -0.830 1.865 -1.845  0.101
56 H -2.189 -1.827 -3.707  0.100
57 H -2.351 -3.211 -5.751  0.123
58 H -0.792 -5.142 -6.100  0.127
59 H 0.965 -5.619 -4.382  0.122
60 H 1.217 -4.166 -2.391  0.114
61 H -2.685 -0.743 0.523  0.104
62 H -4.054 -1.945 2.237  0.123
63 H -4.539 -4.357 1.921  0.136
64 H -3.322 -5.657 0.152  0.128
65 H -1.592 -4.539 -1.236  0.115
66 H 1.290 -0.864 -3.600  0.083
67 H 2.397 -0.731 -5.841  0.124
68 H 3.773 1.245 -6.424  0.127
69 H 3.898 3.204 -4.837  0.128
70 H 2.859 3.054 -2.632  0.108
71 H 4.038 1.811 -0.360  0.126
72 H 4.694 3.676 1.153  0.128
73 H 2.968 5.335 1.884  0.129
74 H 0.764 5.377 0.713  0.128
75 H 0.111 3.503 -0.800  0.106
76 N 2.892 0.179 4.793  0.032
77 C 1.960 0.345 4.066  -0.370

Forces on atoms 1 to 3 (eV/Å):
W -1.7 0.7 2.9
C -0.5 -0.2 -0.2
C 0.7 -0.1 0.7

- lowest unoccupied orbital energy (spin up / spin down) (eV) = -6.311 / -10.197
- 2S+1 = 3
- net charge = +2
- Kohn-Sham gap (spin up / spin down) (Eh) = 0.2379 / 0.0931
- energy relative to the best compared isomer or geometry (same formula, charge and spin) (eV) = 1.0002

Please write out number 1 again, unchanged.
Formula: C5H12N2O
Source: OMol25
Level of theory: the ωB97M-V functional and the def2-TZVPD basis

Each line ends with the natural charge from an NBO analysis.
Cartesian coordinates (Å):
1 C -0.703 -1.503 0.370  -0.649
2 C -0.367 -0.217 -0.365  0.259
3 C 0.208 -0.546 -1.726  -0.655
4 C -1.526 0.753 -0.404  -0.656
5 N 0.791 0.541 0.815  -0.331
6 N 1.097 0.208 2.137  -0.700
7 C 1.492 1.503 0.214  0.503
8 O 1.281 1.818 -0.955  -0.657
9 H -1.498 -2.004 -0.187  0.215
10 H 0.150 -2.175 0.409  0.215
11 H -1.063 -1.323 1.379  0.212
12 H 1.208 -0.966 -1.618  0.224
13 H -0.430 -1.289 -2.209  0.211
14 H 0.242 0.317 -2.381  0.246
15 H -2.377 0.280 -0.900  0.212
16 H -1.827 1.027 0.607  0.211
17 H -1.263 1.649 -0.958  0.242
18 H 0.330 0.433 2.762  0.390
19 H 1.910 -0.400 2.209  0.389
20 H 2.345 1.891 0.799  0.118

Forces on atoms 1 to 3 (eV/Å):
C -0.3 0.2 -0.2
C 0.9 0.0 2.6
C 0.4 0.3 0.1

- lowest unoccupied orbital energy (eV) = 0.794
- Kohn-Sham gap (Eh) = 0.3591
- energy relative to the best compared isomer or geometry (same formula, charge and spin) (eV) = 2.9060

Question: What is the formula in the second record?
Answer: C6H24HfN16O18